No. 1
C45H43ClGeN3O13P3SeY | ωB97M-V/def2-TZVPD

Results
frontier orbital gap (alpha / beta)	0.274 / 0.245	Eh
highest occupied orbital energy (alpha / beta)	-7.3 / -7.8	eV
lowest unoccupied orbital energy (alpha / beta)	0.005 / -0.041	Ha
total charge	0
ΔE to the lowest compared entry with this formula, charge and spin	118.9	kcal/mol
spin multiplicity	2
calculated total energy	-8884.12011	Ha

Geometry (Å):
Y  -0.524703  -0.239340  1.689405
N  1.954979  2.997831  2.849137
C  2.504099  3.827806  1.925419
C  2.960929  5.098437  2.333250
C  3.575042  5.961120  1.458890
C  3.766463  5.604435  0.123567
C  3.311497  4.374591  -0.295632
C  2.671419  3.475365  0.570476
P  2.226736  1.890060  -0.146707
C  3.735870  0.913082  -0.310569
C  3.911992  -0.149114  0.567281
C  5.079139  -0.899587  0.521649
C  6.075651  -0.579732  -0.387505
C  5.910332  0.493528  -1.255615
C  4.742747  1.237207  -1.220649
C  1.627849  2.235924  -1.820485
C  1.972022  1.459326  -2.920123
C  1.406508  1.715045  -4.163099
C  0.500730  2.752738  -4.311586
C  0.144180  3.529272  -3.214495
C  0.698895  3.268155  -1.974751
H  1.668774  3.398542  3.723439
H  1.458332  2.170699  2.552187
H  2.827442  5.380329  3.371543
H  3.914073  6.925568  1.816415
H  4.251756  6.277215  -0.569562
H  3.437514  4.099996  -1.335982
H  3.130788  -0.392265  1.275321
H  5.199420  -1.735946  1.197786
H  6.984875  -1.166410  -0.423335
H  6.689955  0.748407  -1.961776
H  4.620659  2.068136  -1.904710
H  2.675196  0.644004  -2.812132
H  1.670061  1.093909  -5.009364
H  0.062367  2.954076  -5.280961
H  -0.575178  4.330606  -3.324542
H  0.407797  3.862837  -1.117028
N  -3.652580  -0.087378  5.281676
C  -3.099781  1.038639  4.427894
C  -3.527018  2.392148  4.965875
P  -1.310897  0.729979  4.294538
O  -0.742536  1.094533  5.741081
O  -1.292380  -0.753611  4.031009
O  -0.729573  1.577311  3.201773
P  -3.828100  0.612445  2.715062
O  -4.530966  1.968800  2.239708
O  -4.847324  -0.408680  3.078068
O  -2.722609  0.326945  1.731719
H  -3.917210  0.215526  6.214784
H  -2.951325  -0.838040  5.321459
H  -4.459630  -0.456599  4.701367
H  -3.165766  2.535482  5.987054
H  -4.610629  2.512887  4.938467
H  -3.093658  3.174327  4.344994
H  0.191054  0.851743  5.827149
H  -4.059781  2.359309  1.491919
O  0.942859  -0.187147  0.248988
N  1.133216  1.164704  0.777687
O  2.615195  -2.681107  2.538352
Se  1.100803  -2.092858  3.349954
O  1.045934  -2.800204  4.764547
O  -0.041535  -2.416244  2.211511
O  1.342027  -0.479000  3.332196
Cl  -0.143960  -7.347964  -3.318877
C  0.479556  -6.553628  -1.905900
C  1.030830  -7.320307  -0.889025
C  1.510246  -6.685098  0.241552
C  1.455655  -5.298604  0.335538
C  0.904097  -4.543706  -0.691983
C  0.406631  -5.173869  -1.820722
C  1.908850  -4.666052  1.596114
O  1.935668  -5.164739  2.677722
O  2.316684  -3.371069  1.339961
H  1.072325  -8.396057  -0.985084
H  1.927567  -7.256036  1.060302
H  0.849662  -3.467308  -0.606486
H  -0.035793  -4.600171  -2.621488
C  -5.586543  -2.790971  -0.337791
C  -4.425417  -3.292388  0.233542
C  -3.214181  -2.651505  0.016655
C  -3.146387  -1.503890  -0.772101
C  -4.319379  -1.004441  -1.335260
C  -5.532050  -1.648811  -1.124190
Ge  -1.422890  -0.588848  -1.040295
C  -0.534575  -1.490974  -2.533964
C  0.849677  -1.619628  -2.618455
C  1.441392  -2.209404  -3.728630
C  0.656368  -2.672108  -4.775880
C  -0.726511  -2.566778  -4.697729
C  -1.316033  -1.992225  -3.578653
C  -1.792107  1.262661  -1.608157
C  -2.062642  1.497727  -2.955932
C  -2.433642  2.760439  -3.404052
C  -2.512264  3.819387  -2.512415
C  -2.203452  3.611917  -1.173700
C  -1.852235  2.345038  -0.727201
H  -6.534227  -3.284217  -0.163312
H  -4.462475  -4.177838  0.855506
H  -2.315882  -3.058733  0.473513
H  -4.297268  -0.099291  -1.932864
H  -6.436810  -1.251655  -1.567934
H  1.461768  -1.272806  -1.795854
H  2.519612  -2.312736  -3.772518
H  1.117717  -3.130566  -5.641555
H  -1.347332  -2.944032  -5.500881
H  -2.398407  -1.937093  -3.519987
H  -1.979869  0.688467  -3.673758
H  -2.651298  2.915483  -4.453791
H  -2.799987  4.804123  -2.858633
H  -2.228071  4.442468  -0.477422
H  -1.596661  2.218061  0.318049

Atoms 1-2, force components in eV/Å:
Y -0.26 1.00 1.82
N 0.04 -0.06 0.10

***

No. 2
C45H43FGeN4O6PdS | ωB97M-V/def2-TZVPD

Results
frontier orbital gap (alpha / beta)	0.192 / 0.238	Eh
highest occupied orbital energy (alpha / beta)	-4.0 / -5.1	eV
lowest unoccupied orbital energy (alpha / beta)	0.044 / 0.049	Ha
total charge	-1
ΔE to the lowest compared entry with this formula, charge and spin	48.7	kcal/mol
spin multiplicity	2
calculated total energy	-5114.09456	Ha

Geometry (Å):
Pd  0.133923  -0.822950  -0.093802
O  -4.557177  -7.906150  -0.869302
C  -4.456277  -7.060450  0.189598
O  -5.169977  -7.234850  1.147198
C  -3.448277  -5.989250  0.111798
C  -2.445177  -5.916650  -0.863402
C  -1.449777  -4.972650  -0.771002
C  -1.422477  -4.062950  0.294998
S  -0.025577  -3.096750  0.613198
C  -2.477377  -4.071250  1.217798
C  -3.456877  -5.026950  1.133498
H  -3.962877  -7.646250  -1.584302
H  -2.405777  -6.619250  -1.689602
H  -0.655777  -4.944750  -1.502502
H  -2.477877  -3.340250  2.013598
H  -4.245777  -5.082150  1.868798
N  -1.535877  1.309150  5.012498
C  -0.454077  0.704350  5.557598
O  -0.109477  0.887750  6.707198
C  0.266223  -0.202850  4.622198
C  0.806623  -1.393450  5.097498
C  1.455923  -2.227650  4.205498
C  1.543223  -1.837350  2.877898
N  1.057423  -0.686450  2.421598
C  0.444223  0.115150  3.276598
H  -2.090277  1.926550  5.582198
H  -1.855377  1.070450  4.090798
H  0.722123  -1.646450  6.143398
H  1.885323  -3.166250  4.522898
H  2.030323  -2.466850  2.146898
H  0.114923  1.068350  2.883998
C  -4.148877  1.465850  -0.804002
C  -3.670777  2.306650  0.375298
C  -2.206177  2.751950  0.180098
C  -1.684277  3.518250  1.414098
C  -0.246277  3.989050  1.217498
C  -2.175977  3.687750  -1.018102
O  -2.806877  4.724150  -1.057702
N  -1.405977  3.279950  -2.059102
C  -0.517777  2.173750  -2.090202
O  0.187723  2.044650  -3.067302
N  -0.544077  1.338750  -1.039802
C  -1.342977  1.509450  0.002598
O  -1.376677  0.633750  0.887198
H  -5.185277  1.163150  -0.668902
H  -3.542977  0.566550  -0.903802
H  -4.077777  2.026250  -1.734502
H  -3.745977  1.714850  1.290198
H  -4.291077  3.201050  0.478098
H  -1.740277  2.851350  2.278798
H  -2.336377  4.376850  1.595198
H  0.405923  3.161650  0.938498
H  0.144323  4.428550  2.133498
H  -0.189477  4.741450  0.433498
H  -1.356977  3.894450  -2.866102
C  3.588323  -2.233550  0.037798
Ge  2.520023  -0.544550  -0.401302
C  3.569523  -0.151350  -2.082702
C  4.928923  0.082750  -1.910602
C  5.787723  0.193850  -2.989102
C  5.295123  0.062450  -4.278102
C  3.941423  -0.152950  -4.469702
C  3.090323  -0.252750  -3.379302
C  3.265723  0.910450  0.799398
C  3.863523  0.594050  1.995098
C  4.387323  1.568050  2.856598
C  4.315923  2.889250  2.520798
C  3.700023  3.276550  1.313598
C  3.606823  4.635750  0.950998
C  2.997523  5.017150  -0.210102
C  2.444823  4.040950  -1.052002
C  2.522123  2.713450  -0.731002
C  3.155323  2.283350  0.452198
H  4.404123  -2.305850  -0.675902
H  2.962423  -3.120250  -0.058802
H  4.020823  -2.231650  1.032798
H  5.315323  0.160550  -0.902302
H  6.846723  0.353350  -2.822202
H  5.969123  0.123350  -5.123802
H  3.548123  -0.267750  -5.472302
H  2.034723  -0.420150  -3.542402
H  3.945623  -0.442950  2.290098
H  4.853123  1.263550  3.785498
H  4.718123  3.654350  3.171998
H  4.021023  5.374250  1.623498
H  2.932023  6.064050  -0.479602
H  1.952523  4.344750  -1.963302
H  2.074323  1.974250  -1.381002
F  -5.927377  -0.452750  -3.788702
C  -4.645977  -0.689250  -3.390902
C  -4.374877  -1.788650  -2.591502
C  -3.076577  -2.032150  -2.208502
C  -2.010177  -1.199450  -2.626602
C  -0.653677  -1.483650  -2.322802
C  -2.347377  -0.078550  -3.424802
C  -3.643977  0.177050  -3.799202
H  -5.186877  -2.427750  -2.279302
H  -2.863777  -2.882950  -1.580102
H  0.087023  -0.871850  -2.838002
H  -0.386777  -2.527950  -2.157602
H  -1.549577  0.558950  -3.768602
H  -3.901777  1.031150  -4.408602

Atoms 1-2, force components in eV/Å:
Pd 0.27 0.44 -0.92
O -0.08 -0.09 -0.06

***

> The lowest calculated total energy belongs to which entry?

C45H43ClGeN3O13P3SeY